Version P
Formula: C21H22N4O4S
Source: OMol25
Level of theory: ωB97M-V/def2-TZVPD

Calculated values
HOMO level, eV: -8.487
SMILES: COCCn1c(SCC(=O)NNC(=O)Cc2ccccc2)nc2ccccc2c1=O
2S+1: 1
Orbital gap, eV: 8.98

CARTESIAN COORDINATES (ANGSTROEM)
1 C -6.560 -0.531 -1.514
2 H -7.567 -0.182 -1.735
3 O -6.063 0.320 -0.507
4 C -4.868 -0.111 0.084
5 C -3.641 0.041 -0.835
6 N -2.430 -0.316 -0.131
7 C -1.696 0.594 0.550
8 N -0.623 0.348 1.210
9 C -0.131 -0.926 1.221
10 C 1.047 -1.199 1.921
11 C 1.545 -2.482 1.932
12 C 0.896 -3.506 1.239
13 C -0.262 -3.246 0.542
14 C -0.793 -1.954 0.530
15 C -2.030 -1.664 -0.182
16 O -2.710 -2.474 -0.773
17 H -0.784 -4.019 0.000
18 H 1.305 -4.505 1.254
19 H 2.447 -2.701 2.484
20 H 1.539 -0.388 2.435
21 S -2.202 2.282 0.529
22 C -0.809 2.979 1.469
23 C 0.537 2.406 1.046
24 O 1.450 2.233 1.817
25 N 0.694 2.323 -0.315
26 N 1.675 1.468 -0.826
27 C 1.266 0.363 -1.501
28 O 0.101 0.216 -1.820
29 C 2.366 -0.596 -1.918
30 C 3.692 -0.350 -1.261
31 C 4.551 0.631 -1.745
32 C 5.763 0.873 -1.124
33 C 6.131 0.138 -0.009
34 C 5.284 -0.843 0.477
35 C 4.072 -1.086 -0.146
36 H 3.413 -1.853 0.232
37 H 5.568 -1.422 1.343
38 H 7.076 0.328 0.476
39 H 6.422 1.636 -1.511
40 H 4.266 1.206 -2.615
41 H 2.001 -1.602 -1.700
42 H 2.454 -0.510 -3.005
43 H 2.553 1.497 -0.323
44 H -0.141 2.280 -0.895
45 H -0.840 4.054 1.288
46 H -0.955 2.778 2.529
47 H -3.724 -0.642 -1.684
48 H -3.569 1.071 -1.192
49 H -4.738 0.520 0.969
50 H -4.945 -1.163 0.399
51 H -6.601 -1.570 -1.168
52 H -5.957 -0.484 -2.426

---

Version Q
Formula: C21H22N4O4S
Source: OMol25
Level of theory: ωB97M-V/def2-TZVPD

Calculated values
HOMO level, eV: -8.439
SMILES: COc1cccc(-c2cc(C(=O)N3CCN(S(=O)(=O)c4ccccc4)CC3)[nH]n2)c1
2S+1: 1
Orbital gap, eV: 8.95

CARTESIAN COORDINATES (ANGSTROEM)
1 C 5.289 -0.543 4.440
2 H 6.052 -0.581 5.216
3 O 4.270 -1.416 4.865
4 C 3.171 -1.563 4.075
5 C 2.194 -2.442 4.550
6 C 1.043 -2.656 3.821
7 C 0.842 -2.009 2.613
8 C 1.810 -1.135 2.130
9 C 2.974 -0.913 2.867
10 H 3.696 -0.224 2.461
11 C 1.632 -0.426 0.872
12 N 2.426 0.586 0.520
13 N 1.981 1.015 -0.640
14 C 0.913 0.313 -1.097
15 C 0.656 -0.638 -0.124
16 H -0.125 -1.367 -0.097
17 C 0.267 0.834 -2.312
18 O 0.513 1.983 -2.659
19 N -0.587 0.056 -3.012
20 C -0.853 -1.347 -2.829
21 H -0.789 -1.823 -3.815
22 H -0.100 -1.797 -2.186
23 C -2.273 -1.535 -2.264
24 N -3.136 -0.470 -2.714
25 S -3.874 0.473 -1.550
26 O -4.446 -0.446 -0.611
27 O -4.724 1.383 -2.257
28 C -2.601 1.402 -0.694
29 C -2.178 2.611 -1.209
30 C -1.198 3.325 -0.538
31 C -0.664 2.825 0.640
32 C -1.118 1.625 1.164
33 C -2.095 0.908 0.492
34 H -2.490 -0.015 0.886
35 H -0.711 1.248 2.090
36 H 0.103 3.379 1.159
37 H -0.849 4.264 -0.938
38 H -2.629 2.984 -2.114
39 C -2.825 0.098 -3.997
40 H -3.562 0.881 -4.173
41 C -1.389 0.665 -4.056
42 H -0.943 0.463 -5.037
43 H -1.367 1.743 -3.888
44 H -2.958 -0.682 -4.754
45 H -2.284 -1.512 -1.174
46 H -2.680 -2.502 -2.587
47 H 2.386 1.812 -1.109
48 H -0.068 -2.179 2.059
49 H 0.291 -3.333 4.198
50 H 2.363 -2.939 5.491
51 H 4.923 0.484 4.341
52 H 5.723 -0.866 3.488

---

Relative calculated energies, zero for the most stable structure, unit eV: version P 0.000; version Q 1.290.